Formula: C3H8N3O
Source: the OMol25 dataset
Level of theory: ωB97M-V with the def2-TZVPD basis set

## Properties
- Orbital gap: 7.719 eV
- E_HOMO: -13.6 eV
- Total charge: +1
- Multiplicity: 1
- ΔE to the lowest compared entry with this formula, charge and spin: 648.0 kJ/mol
- E_LUMO: -5.85 eV

Last column: natural (NBO) charge in e.
CARTESIAN COORDINATES (ANGSTROEM)
C -1.246 -1.329 -0.043  -0.2316
C -1.063 0.681 -0.085  -0.2651
C -0.100 -0.425 -0.220  0.1573
N 1.139 -0.525 0.028  0.3185
N 2.183 1.067 -0.069  -0.7844
N -2.209 -0.304 -0.224  -0.5540
O 1.988 -1.363 0.163  -0.2469
H -1.349 -2.144 -0.689  0.2409
H -1.366 -1.869 1.027  0.2296
H -0.916 1.177 0.863  0.2242
H -1.138 1.482 -0.872  0.2404
H 2.753 1.091 0.821  0.4450
H 2.740 0.853 -0.839  0.4154
H -2.904 -0.256 0.401  0.3789
H 1.489 1.862 -0.262  0.4319

***

Formula: C3H8N3O
Source: the OMol25 dataset
Level of theory: ωB97M-V with the def2-TZVPD basis set

## Properties
- Orbital gap: 9.598 eV
- E_HOMO: -13.8 eV
- Total charge: +1
- Multiplicity: 1
- ΔE to the lowest compared entry with this formula, charge and spin: 500.4 kJ/mol
- E_LUMO: -4.19 eV

Last column: natural (NBO) charge in e.
CARTESIAN COORDINATES (ANGSTROEM)
C -0.012 -0.109 0.056  0.7464
C -1.685 1.821 0.168  -0.4343
C 0.039 -2.618 0.003  -0.2713
N 2.309 1.063 -0.141  -0.3249
N 2.040 -0.087 -0.283  0.0213
N -0.482 1.076 0.092  -0.5283
O -0.492 -1.305 0.124  -0.4554
H -2.535 1.270 0.702  0.2546
H -1.954 2.154 -0.879  0.2404
H -1.480 2.759 0.501  0.2362
H 1.135 -2.650 0.307  0.2177
H 0.028 -2.945 -1.071  0.2261
H -0.524 -3.397 0.674  0.2481
H 3.285 1.315 -0.236  0.3993
H 0.328 1.654 -0.016  0.4240

***

Formula: C3H8N3OS
Source: the OMol25 dataset
Level of theory: ωB97M-V with the def2-TZVPD basis set

## Properties
- Orbital gap: 6.517 eV
- E_HOMO: -2.9 eV
- Total charge: -1
- SMILES string: CNN(NC)C([O-])=S
- Multiplicity: 1
- E_LUMO: 3.66 eV

Last column: natural (NBO) charge in e.
CARTESIAN COORDINATES (ANGSTROEM)
C 0.404 -1.577 -1.300  -0.4881
N 0.731 -1.370 0.118  -0.4673
N 0.206 -0.167 0.543  -0.2873
N 0.738 0.985 -0.058  -0.5098
C 0.601 2.043 0.976  -0.4364
C -1.606 -0.322 0.544  0.4101
O -1.902 -1.147 1.365  -0.6456
S -2.213 0.568 -0.709  -0.4143
H 1.218 -1.208 -1.852  0.1864
H 0.321 -2.597 -1.701  0.1699
H -0.627 -1.128 -1.343  0.2129
H 0.283 -2.025 0.621  0.3441
H 0.133 1.178 -0.856  0.3477
H -0.350 2.526 0.742  0.1879
H 0.663 1.445 1.989  0.2233
H 1.400 2.797 0.921  0.1666

***

Formula: C3H8N3S2
Source: the OMol25 dataset
Level of theory: ωB97M-V with the def2-TZVPD basis set

## Properties
- Orbital gap: 8.883 eV
- E_HOMO: -13.3 eV
- Total charge: +1
- Multiplicity: 1
- ΔE to the lowest compared entry with this formula, charge and spin: 214.2 kJ/mol
- E_LUMO: -4.46 eV

Last column: natural (NBO) charge in e.
CARTESIAN COORDINATES (ANGSTROEM)
C 1.028 -0.042 -2.503  -0.1622
C 0.549 0.855 -0.349  -0.1525
C -1.160 -2.907 0.014  -0.7414
N 0.189 -0.765 -1.807  -0.2013
N -0.003 -0.293 -0.666  -0.1922
N 0.144 2.607 2.253  -1.0992
S 1.564 1.322 -1.631  0.5921
S -1.028 -1.207 0.508  0.4616
H 1.105 -0.102 -3.579  0.2731
H 0.423 1.632 0.385  0.3244
H -0.645 -3.411 0.782  0.2476
H -0.647 -2.998 -0.888  0.2620
H -2.164 -3.186 -0.082  0.2560
H 1.044 3.058 2.105  0.3692
H 0.194 2.146 3.141  0.3801
H -0.593 3.291 2.317  0.3827

***

Formula: C3H8N4
Source: the OMol25 dataset
Level of theory: ωB97M-V with the def2-TZVPD basis set

## Properties
- Orbital gap: 8.902 eV
- E_HOMO: -8.1 eV
- SMILES string: [H]/N=C/N(C)/C=N\N
- Multiplicity: 1
- ΔE to the lowest compared entry with this formula, charge and spin: 302.5 kJ/mol
- E_LUMO: 0.79 eV

Last column: natural (NBO) charge in e.
CARTESIAN COORDINATES (ANGSTROEM)
H 0.292 -2.491 -1.187  0.3640
N -0.226 -1.728 -0.789  -0.7357
C 0.339 -0.629 -1.030  0.3291
N 0.016 0.548 -0.298  -0.4831
C 0.902 1.721 -0.591  -0.4049
C -1.046 0.582 0.532  0.1659
N -1.400 -0.165 1.527  -0.2354
N -0.631 -1.347 1.745  -0.6869
H 1.264 -0.407 -1.742  0.1547
H 1.893 1.275 -1.165  0.2072
H 0.596 2.599 -1.233  0.2064
H 1.206 2.192 0.362  0.2151
H -1.590 1.543 0.526  0.1708
H -1.121 -1.785 2.446  0.3494
H -0.495 -1.909 0.897  0.3835

***

Formula: C3H8N4
Source: the OMol25 dataset
Level of theory: ωB97M-V with the def2-TZVPD basis set

## Properties
- Orbital gap: 9.283 eV
- E_HOMO: -8.2 eV
- SMILES string: C[C@@H]1CN(N)N=N1
- Multiplicity: 1
- ΔE to the lowest compared entry with this formula, charge and spin: 421.5 kJ/mol
- E_LUMO: 1.05 eV

Last column: natural (NBO) charge in e.
CARTESIAN COORDINATES (ANGSTROEM)
C -1.274 -0.480 -1.763  -0.6244
C 0.052 -0.467 -0.907  -0.1256
C -0.186 -0.535 0.569  -0.2823
N 1.020 0.479 1.032  -0.0980
N 0.808 1.175 2.197  -0.6714
N 1.330 1.103 -0.070  -0.0042
N 0.918 0.666 -1.146  -0.2213
H -2.020 0.088 -1.114  0.2107
H -1.614 -1.492 -1.470  0.2115
H -1.048 -0.275 -2.850  0.2468
H 0.741 -1.409 -1.226  0.1910
H -1.072 -0.037 0.802  0.1916
H -0.086 -1.509 1.020  0.2164
H 1.311 2.089 1.934  0.3870
H 1.123 0.603 2.992  0.3723

***

Formula: C3H8N4
Source: the OMol25 dataset
Level of theory: ωB97M-V with the def2-TZVPD basis set

## Properties
- Orbital gap: 10.655 eV
- E_HOMO: -9.6 eV
- SMILES string: [H]/N=C(/N)NN1CC1
- Multiplicity: 1
- ΔE to the lowest compared entry with this formula, charge and spin: 378.2 kJ/mol
- E_LUMO: 1.03 eV

Last column: natural (NBO) charge in e.
CARTESIAN COORDINATES (ANGSTROEM)
H -0.182 1.453 -0.496  0.3616
N -1.281 1.364 -0.232  -0.6957
C -1.217 0.101 -0.109  0.5098
N -2.324 -0.708 0.176  -0.8459
N -0.083 -0.776 -0.082  -0.5367
N 1.110 0.024 -0.598  -0.2820
C 2.287 -0.524 -0.015  -0.2708
C 1.571 0.646 0.661  -0.2936
H -3.078 0.143 0.256  0.3919
H -2.176 -1.120 1.128  0.3825
H -0.406 -1.478 -0.848  0.3940
H 3.222 -0.271 -0.633  0.2286
H 2.103 -1.430 0.546  0.2237
H 0.810 0.388 1.387  0.2205
H 1.917 1.639 0.586  0.2121

***

Formula: C3H8N4
Source: the OMol25 dataset
Level of theory: ωB97M-V with the def2-TZVPD basis set

## Properties
- Orbital gap: 7.310 eV
- E_HOMO: -7.2 eV
- SMILES string: [H]/N=C\N.N=C=CN
- Multiplicity: 1
- ΔE to the lowest compared entry with this formula, charge and spin: 450.2 kJ/mol
- E_LUMO: 0.14 eV

Last column: natural (NBO) charge in e.
CARTESIAN COORDINATES (ANGSTROEM)
H 2.797 1.938 -0.333  0.3296
N 2.780 1.076 -0.874  -0.6724
C 1.951 0.204 -0.480  0.2818
N 1.210 0.242 0.761  -0.8820
H 2.164 -0.824 -0.759  0.1547
H 0.974 1.174 1.074  0.3825
H 1.004 -0.574 1.322  0.4115
N -0.520 -1.872 0.897  -0.7956
C -0.870 -0.984 0.121  0.5497
C -1.502 -0.101 -0.659  -0.3508
N -2.286 0.962 -0.132  -0.8246
H -0.154 -2.806 0.759  0.4465
H -1.796 -0.426 -1.650  0.2393
H -2.749 0.745 0.742  0.3583
H -3.004 1.248 -0.790  0.3717

***

Formula: C3H8N4
Source: the OMol25 dataset
Level of theory: ωB97M-V with the def2-TZVPD basis set

## Properties
- Orbital gap: 9.591 eV
- E_HOMO: -8.5 eV
- Multiplicity: 1
- ΔE to the lowest compared entry with this formula, charge and spin: 220.4 kJ/mol
- E_LUMO: 1.08 eV

Last column: natural (NBO) charge in e.
CARTESIAN COORDINATES (ANGSTROEM)
C -2.258 0.017 0.258  -0.6834
C -0.874 0.343 -0.131  0.4305
N 0.448 -1.797 -0.001  -0.6410
N 2.028 0.774 0.349  -0.8383
C 0.977 0.697 -0.610  0.2309
N 0.142 -0.521 -0.462  -0.3103
N -0.259 1.465 -0.358  -0.5308
H 1.099 -1.750 0.784  0.3464
H 0.892 -2.326 -0.750  0.3574
H 2.602 1.591 0.178  0.3752
H 1.633 0.862 1.282  0.3633
H 1.376 0.822 -1.621  0.1762
H -2.957 0.581 -0.355  0.2453
H -2.423 0.293 1.299  0.2404
H -2.425 -1.050 0.138  0.2381

***

Formula: C3H8N4O
Source: the OMol25 dataset
Level of theory: ωB97M-V with the def2-TZVPD basis set

## Properties
- Orbital gap: 9.293 eV
- E_HOMO: -8.6 eV
- SMILES string: CN(C=O)/N=C\NN
- Multiplicity: 1
- ΔE to the lowest compared entry with this formula, charge and spin: 370.9 kJ/mol
- E_LUMO: 0.73 eV

Last column: natural (NBO) charge in e.
CARTESIAN COORDINATES (ANGSTROEM)
C 1.483 -1.138 1.017  -0.4320
N 0.741 -0.462 0.011  -0.3298
C 1.152 0.654 -0.641  0.5235
O 2.141 1.280 -0.462  -0.5963
N -0.282 -1.256 -0.585  -0.3543
C -1.514 -0.830 -0.611  0.2602
N -2.080 0.344 -0.031  -0.4719
N -1.526 1.248 0.860  -0.6494
H 0.819 -1.509 1.865  0.2083
H 2.112 -1.897 0.484  0.2135
H 2.169 -0.291 1.413  0.2339
H 0.340 0.692 -1.480  0.0972
H -2.229 -1.463 -1.072  0.1955
H -3.126 0.215 0.035  0.3776
H -1.056 0.859 1.697  0.3566
H -0.855 1.929 0.380  0.3675

***

Question: E_LUMO of number 5 (C3H8N4)?
Answer: 0.79 eV